Molecular formula: C3H3NO2
Method: DFT, ωB97M-V with the def2-TZVPD basis set

Calculated values
* HOMO: -0.2757 hartree
* HOMO-LUMO gap: 7.721 eV
* relative energy (zero: lowest compared OMol25 entry of this formula, charge and spin): 135.0 kcal/mol

ORCA input file:
```
! wB97M-V def2-TZVPD RIJCOSX def2/J DEFGRID3
* xyz 0 1
O -1.627 -0.062 0.019
O 0.388 -1.149 -0.060
N -0.862 1.455 -0.080
C -0.862 -1.160 -0.002
C 0.387 1.206 0.008
C 1.134 0.019 -0.105
H -1.521 -2.118 -0.074
H 2.061 -0.262 0.259
H 0.900 2.071 0.036
*
```

---

Molecular formula: CH5N3
Method: DFT, ωB97M-V with the def2-TZVPD basis set

Calculated values
* structure (SMILES): Cn1[nH][nH]1
* HOMO: -0.3262 hartree
* HOMO-LUMO gap: 9.808 eV
* relative energy (zero: lowest compared OMol25 entry of this formula, charge and spin): 143.2 kcal/mol

ORCA input file:
```
! wB97M-V def2-TZVPD RIJCOSX def2/J DEFGRID3
* xyz 0 1
N 1.062 0.036 -0.824
N 1.884 -0.690 -0.043
N 1.900 0.712 0.116
C -0.727 0.112 -0.550
H 1.557 0.947 1.054
H -1.194 -0.244 0.302
H -0.760 1.163 -0.670
H 1.459 -1.228 0.789
H -1.126 -0.431 -1.462
*
```

---

Calculated molecular weight in order - 85.1; 59.1 u
Calculated energy in order - -321.16248; -205.16295 Eh